This record from OMol25 describes a single C4H3N3 molecule in a non-equilibrium geometry. The level of theory is ωB97M-V/def2-TZVPD.

Structure (XYZ):
```
10
Properties=species:S:1:pos:R:3:mulliken_charge:R:1
N -0.6088 3.4262 -0.6491 -0.338
C -0.5129 2.2758 -0.5936 0.153
C -0.4694 0.8193 -0.5833 0.510
N 0.6147 0.2719 0.0622 -0.324
C 0.7479 -0.7814 0.6612 0.772
C 1.0341 -1.9118 1.2427 -0.981
N -1.2412 0.0659 -1.2560 -0.562
H 1.6013 -1.9289 2.1582 0.262
H 0.7253 -2.8403 0.7788 0.252
H -1.8910 0.6034 -1.8212 0.256
```

- energy above the lowest of the compared OMol25 structures with the same formula, charge and spin (eV) = 2.294
- highest occupied orbital energy (eV) = -9.46
- Kohn-Sham gap (Eh) = 0.3417
- SMILES string = [H]/N=C(\C#N)N=C=C
- largest force on an atom (eV/Å) = 1.1

This record from OMol25 describes a gas-phase ion, C7H8NOS2 (charge +1) in a non-equilibrium geometry. The level of theory is ωB97M-V/def2-TZVPD.

Structure (XYZ):
```
19
Properties=species:S:1:pos:R:3:mulliken_charge:R:1
C -1.6571 -0.6366 -0.1043 -0.009
C -1.8763 -0.2862 -1.3893 0.467
C 0.3080 0.6405 0.5629 0.129
C -0.7951 -1.7198 0.4170 -0.135
C 1.4426 2.5513 -0.9943 -0.443
C 1.1320 1.5053 -0.0456 0.003
C -1.3677 -2.2263 1.7561 -1.214
N 2.3096 1.2657 -0.8025 -0.201
O -2.2029 -0.0842 -2.4794 -0.285
S 0.8624 -1.0400 0.7949 -0.100
S -1.5000 0.8987 0.7713 -0.023
H -0.7322 -2.4528 -0.3662 0.523
H 0.9874 2.7342 -1.9226 0.310
H 1.8869 3.4744 -0.6031 0.247
H -2.1891 -2.7893 1.5677 0.378
H -1.5112 -1.2987 2.2668 0.322
H -0.7381 -2.7097 2.4130 0.426
H 2.4290 0.6009 -1.5483 0.275
H 3.2118 1.5727 -0.2944 0.330
```

- ⟨S²⟩ = 2.01
- charge = +1
- highest occupied orbital energy (spin up / spin down) (eV) = -9.25 / -12.25
- Kohn-Sham gap (spin up / spin down) (Eh) = 0.2075 / 0.1818
- largest force on an atom (eV/Å) = 4.4
- multiplicity = 3

This record from OMol25 describes 2 unconnected molecules or ions with the total composition CH3NO4P in a non-equilibrium geometry. The level of theory is ωB97M-V/def2-TZVPD.

Structure (XYZ):
```
10
Properties=species:S:1:pos:R:3:mulliken_charge:R:1
C 0.8931 1.3541 0.5964 -0.213
N 2.7054 0.2624 -0.6951 0.301
O 3.2235 -0.4336 0.0186 0.054
O -1.3781 0.7651 -0.8422 -0.455
O -1.3854 -0.1987 1.4944 -0.394
O 0.0539 -1.1417 -0.3714 -0.474
P -0.4499 0.1967 0.3100 1.111
H -1.0896 0.5002 -1.7445 0.364
H -1.9493 0.4357 1.8516 0.359
H -0.6235 -1.7401 -0.6179 0.346
```

- energy above the lowest of the compared OMol25 structures with the same formula, charge and spin (eV) = 4.889
- charge = +1
- highest occupied orbital energy (spin up / spin down) (eV) = -13.85 / -14.51
- Kohn-Sham gap (spin up / spin down) (Eh) = 0.2624 / 0.2779
- largest force on an atom (eV/Å) = 3.0

This record from OMol25 describes a single C5H7NO molecule in a non-equilibrium geometry. The level of theory is ωB97M-V/def2-TZVPD.

Structure (XYZ):
```
14
Properties=species:S:1:pos:R:3:mulliken_charge:R:1
C 1.2233 -1.1751 -1.2133 -0.502
N -0.0939 -1.4820 -0.8779 -0.253
C 0.1005 -0.2688 -0.3087 0.171
C 0.1360 0.1352 1.1720 -0.267
C -0.1532 1.6253 0.8465 -0.546
C -1.1092 0.7691 0.0255 -0.254
O -1.3232 -0.0711 1.2124 -0.480
H 1.9332 -1.9821 -0.9265 0.255
H 1.5634 -0.6640 -2.1107 0.215
H -0.8523 -2.0194 -1.2177 0.205
H 0.7763 -0.2806 1.9521 0.474
H 0.5697 2.2397 0.3081 0.266
H -0.6237 2.1829 1.6651 0.258
H -2.0273 1.0516 -0.5063 0.457
```

- energy above the lowest of the compared OMol25 structures with the same formula, charge and spin (eV) = 6.253
- highest occupied orbital energy (eV) = -8.63
- Kohn-Sham gap (Eh) = 0.3592
- largest force on an atom (eV/Å) = 1.2

This record from OMol25 describes 11 unconnected molecules or ions with the total composition C28H74BFN3O11 in a non-equilibrium geometry. The level of theory is ωB97M-V/def2-TZVPD.

Structure (XYZ):
```
118
Properties=species:S:1:pos:R:3:mulliken_charge:R:1
C -1.5295 -4.6066 -4.0119 -0.689
B 0.0951 -4.5407 -3.9421 0.213
O 0.8149 -5.7085 -3.5193 -0.449
N 0.8977 -3.2586 -4.2722 0.654
C 1.8722 -3.4476 -5.2904 0.130
C 2.7521 -2.1894 -5.6454 -0.759
C 2.3771 -0.9659 -4.7843 0.693
F 3.0948 0.2430 -4.9455 -0.247
C 1.2325 -1.0056 -3.7454 0.232
C 0.8091 0.2519 -2.8198 -0.780
C 2.0704 0.5284 -1.8370 -0.487
C 2.5850 -0.8005 -1.0964 -0.044
N 3.6104 -0.3695 -0.0861 -0.348
N 0.5329 -2.2119 -3.5507 -0.530
H -1.9561 -4.3423 -5.0386 0.335
H -1.8424 -5.6469 -3.6603 0.236
H -1.9470 -3.8625 -3.2326 0.162
H 1.3959 -6.0183 -4.2492 0.303
H 2.0512 -4.4523 -5.8226 0.339
H 3.5735 -2.2210 -6.4351 0.374
H -0.0734 -0.0843 -2.1590 0.262
H 0.4972 1.1558 -3.4372 0.407
H 2.9203 0.9819 -2.4696 0.368
H 1.6972 1.2770 -1.0509 0.156
H 1.6972 -1.2834 -0.5515 0.085
H 3.0951 -1.5542 -1.7892 0.143
H 3.0982 -0.0057 0.7435 0.107
H 4.1972 0.3835 -0.4709 0.261
C 0.8205 -3.4044 2.4125 -0.971
C 1.2316 -2.0162 2.8601 -0.071
O 1.0879 -1.0914 1.7847 -0.292
H 1.4312 -3.7312 1.5665 0.260
H 0.9306 -4.1251 3.2259 0.131
H -0.2207 -3.4100 2.0756 0.370
H 2.2770 -2.0108 3.1747 0.102
H 0.6170 -1.6770 3.6993 0.258
H 0.1580 -1.0964 1.5182 0.197
C 4.2936 -1.9289 7.0534 -1.170
C 2.8886 -2.1736 6.5394 0.314
O 2.1922 -0.9379 6.4168 -0.516
H 4.2649 -1.4277 8.0244 0.286
H 4.8405 -2.8692 7.1578 0.337
H 4.8463 -1.2742 6.3727 0.340
H 2.3342 -2.8090 7.2313 0.161
H 2.9090 -2.6641 5.5622 0.029
H 2.6858 -0.3859 5.7961 0.224
C 6.1305 -3.5995 1.4359 -0.694
C 6.9168 -2.7888 0.4249 -0.240
O 6.2309 -2.7580 -0.8207 -0.537
H 5.9823 -4.6212 1.0763 0.266
H 6.6498 -3.6356 2.3966 0.329
H 5.1370 -3.1675 1.5890 0.042
H 7.8995 -3.2348 0.2584 0.290
H 7.0586 -1.7611 0.7739 0.246
H 5.3647 -2.3531 -0.6662 0.256
C -5.3015 -2.4961 -1.8233 -1.064
C -5.0650 -2.0269 -3.2450 -0.056
O -5.0029 -3.1459 -4.1261 -0.543
H -4.5015 -3.1694 -1.5031 0.254
H -5.3461 -1.6490 -1.1349 0.357
H -6.2378 -3.0568 -1.7517 0.304
H -4.1186 -1.4859 -3.3166 0.256
H -5.8674 -1.3625 -3.5758 0.162
H -5.8460 -3.6145 -4.0630 0.336
C 1.7456 2.1134 3.9833 -1.044
C 1.9768 2.5723 2.5571 0.061
O 2.0190 1.4494 1.6832 -0.361
H 2.5405 1.4329 4.3008 0.119
H 1.7159 2.9645 4.6674 0.441
H 0.8034 1.5635 4.0652 0.321
H 2.9286 3.1019 2.4755 0.379
H 1.1794 3.2436 2.2280 -0.082
H 1.1717 0.9914 1.7550 0.113
C -1.1931 6.0357 -0.0746 -0.932
C -0.0237 5.2898 0.5348 -0.210
O -0.2008 3.8831 0.3809 -0.439
H -2.1306 5.7334 0.3993 0.129
H -1.0707 7.1131 0.0422 0.279
H -1.2863 5.8054 -1.1406 0.339
H 0.0524 5.5056 1.6026 0.336
H 0.9166 5.5797 0.0559 0.229
H -0.2584 3.6989 -0.5652 0.229
C 1.8009 -7.3364 6.5694 -1.152
C 2.2110 -5.9459 7.0119 -0.278
O 2.0662 -5.0240 5.9366 -0.374
H 2.4104 -7.6649 5.7236 0.277
H 1.9129 -8.0547 7.3849 0.355
H 0.7594 -7.3444 6.2344 0.342
H 3.2570 -5.9376 7.3249 0.284
H 1.5964 -5.6060 7.8515 0.311
H 1.1372 -5.0300 5.6708 0.215
C -8.0009 -1.3573 -7.1004 -1.043
C -7.7641 -0.6264 -5.7940 -0.170
O -7.9234 -1.5173 -4.6958 -0.487
H -9.0056 -1.7868 -7.1227 0.268
H -7.8870 -0.6822 -7.9518 0.337
H -7.2965 -2.1869 -7.2127 0.314
H -8.4826 0.1870 -5.6755 0.310
H -6.7545 -0.2032 -5.7603 0.229
H -7.2794 -2.2288 -4.8031 0.250
C -0.4445 10.6793 -1.2685 -1.017
C 0.7229 9.9272 -0.6606 -0.272
O 0.5404 8.5241 -0.8189 -0.437
H -1.3828 10.3782 -0.7954 0.247
H -0.3192 11.7579 -1.1484 0.348
H -0.5377 10.4526 -2.3347 0.330
H 0.7993 10.1392 0.4077 0.285
H 1.6646 10.2156 -1.1380 0.260
H 0.4825 8.3429 -1.7662 0.258
C -5.5087 5.0104 0.5371 -0.898
C -5.4309 6.5129 0.3500 -0.291
O -4.5682 6.8294 -0.7363 -0.485
H -4.5152 4.5957 0.7280 0.175
H -6.1643 4.7543 1.3728 0.325
H -5.8878 4.5269 -0.3682 0.317
H -5.0319 6.9895 1.2477 0.278
H -6.4209 6.9330 0.1470 0.321
H -4.9318 6.4124 -1.5282 0.280
```

- energy above the lowest of the compared OMol25 structures with the same formula, charge and spin (eV) = 2.721
- charge = +1
- highest occupied orbital energy (eV) = -11.18
- Kohn-Sham gap (Eh) = 0.2311
- largest force on an atom (eV/Å) = 5.2

This record from OMol25 describes a gas-phase ion, C9H14Cl2NO3 (charge +1) in a non-equilibrium geometry. The level of theory is ωB97M-V/def2-TZVPD.

Structure (XYZ):
```
29
Properties=species:S:1:pos:R:3:mulliken_charge:R:1
C -0.8388 2.0172 0.2345 0.588
C 0.0310 1.2905 -0.4905 -1.117
C -2.2081 1.6613 0.2174 0.086
C -2.6537 0.4769 -0.7563 0.233
C -2.6049 -0.6168 0.1918 0.604
C 2.1956 0.8507 0.5745 -0.714
C 2.1205 1.8694 -1.6981 -0.825
C -3.7977 -1.6398 2.0622 -0.666
C -0.6641 -1.6796 -0.5957 -0.123
N 1.4172 1.7828 -0.3497 0.408
O -3.0061 2.1602 0.9499 -0.560
O -3.7054 -0.6593 0.8924 -0.271
O -1.7313 -1.5375 0.3731 -0.300
Cl -0.4945 3.4807 1.1193 -0.235
Cl -4.1413 0.6143 -1.7953 -0.136
H -1.8080 0.4885 -1.4150 0.296
H 2.1821 -0.2782 0.3543 0.274
H 3.3150 1.1503 0.5605 0.339
H 1.8502 0.8542 1.6164 0.322
H 1.6810 2.5856 -2.4556 0.333
H 3.1812 2.3205 -1.6333 0.349
H 2.0178 0.8904 -2.2816 0.307
H -2.9011 -1.3979 2.7483 0.301
H -3.8976 -2.5780 1.5471 0.352
H -4.7899 -1.3569 2.4347 0.294
H 0.1135 -2.2936 -0.0850 0.318
H -0.0515 -0.8258 -0.6398 -0.260
H -0.8639 -2.2642 -1.4753 0.331
H 1.3044 2.8075 0.0088 0.471
```

- energy above the lowest of the compared OMol25 structures with the same formula, charge and spin (eV) = 1.935
- charge = +1
- highest occupied orbital energy (eV) = -12.47
- Kohn-Sham gap (Eh) = 0.3049
- largest force on an atom (eV/Å) = 3.8